No. 1
111
Properties=species:S:1:pos:R:3:forces:R:3 method="wB97M-V/def2-TZVPD" e_homo_ev=-9.12 smiles="O=C(O)OCCCCCCCSc1nnco1.CCOP(=O)(OCC)OCC.CCOP(=O)(OCC)OCC.CCOP(=O)(OCC)OCC" orbital_gap_ev=9.32 total_charge=0 lumo_ev=0.2
O 0.386457 -8.031529 0.071945 0.116 -0.006 -0.044
C 1.168507 -7.304920 0.603555 -0.411 -0.540 -0.301
O 1.470492 -7.418696 1.939031 0.243 0.805 -0.125
O 1.852244 -6.358550 -0.054354 -0.092 0.121 0.256
C 1.499556 -5.001012 0.370826 0.905 -0.404 -0.669
C 1.081790 -4.229042 -0.864378 -0.815 -0.076 -0.252
C 0.048144 -3.105104 -0.622256 0.751 -0.010 0.035
C 0.014103 -2.524719 0.793848 -1.049 0.408 -0.658
C -1.262935 -1.673796 0.997201 0.673 0.115 0.803
C -2.289390 -2.324114 1.919051 -0.518 -0.309 -0.457
C -3.204401 -3.306562 1.165246 0.625 -0.364 0.099
S -4.838117 -3.402351 1.945109 -0.181 0.202 0.251
C -5.885300 -3.488634 0.564828 0.258 -0.266 0.007
N -5.812961 -4.276330 -0.450087 -0.119 0.137 -0.040
N -6.866988 -3.911668 -1.284591 0.060 -0.055 -0.247
C -7.482253 -2.957435 -0.695181 0.111 -0.291 -0.080
O -6.930980 -2.631088 0.494278 -0.149 0.314 -0.015
H 0.724282 -7.062853 2.433458 -0.108 -0.371 0.220
H 2.414369 -4.576580 0.775347 -0.159 0.077 0.517
H 0.712474 -5.078248 1.112855 -0.019 0.182 0.093
H 1.934835 -3.829868 -1.407369 0.296 -0.078 0.224
H 0.622838 -4.952437 -1.536820 0.040 -0.081 -0.080
H -0.931820 -3.430695 -0.966164 -0.170 -0.097 0.280
H 0.327178 -2.282396 -1.281218 -0.221 0.097 -0.119
H -0.008424 -3.285983 1.569899 0.376 -0.056 0.045
H 0.865338 -1.857973 0.918119 0.289 -0.269 0.231
H -0.939709 -0.761929 1.494814 -0.140 0.302 -0.119
H -1.705498 -1.414081 0.038634 -0.122 0.106 -0.097
H -2.906473 -1.573253 2.410763 0.036 0.142 -0.021
H -1.778933 -2.895798 2.694016 0.062 0.207 0.258
H -2.762557 -4.299581 1.222260 -0.073 -0.139 -0.158
H -3.274515 -3.064864 0.108583 -0.371 0.199 -0.009
H -8.344776 -2.429805 -1.055696 -0.108 0.105 0.155
O -0.095368 1.242613 2.766687 -1.808 1.702 -0.119
P 0.775045 2.216502 3.447284 4.055 -2.742 1.017
O 1.999307 2.609047 2.491208 -0.560 0.461 0.027
C 1.732204 3.285579 1.253400 -0.120 0.178 -0.362
C 1.291200 4.721424 1.458866 -0.090 -0.037 0.199
O 1.558653 1.321903 4.554642 -0.193 0.340 0.078
C 1.167954 -0.015705 4.860975 0.076 -0.329 0.025
C 2.030544 -1.011707 4.115270 0.171 0.046 -0.082
O 0.712420 3.524169 4.335402 -1.452 0.284 -0.666
C 0.543981 3.519997 5.770900 -0.238 0.199 0.329
C 1.878382 3.721629 6.445955 0.299 0.032 -0.182
H 0.980752 2.725608 0.691664 0.046 -0.037 0.011
H 2.657169 3.267769 0.681202 0.057 -0.145 0.104
H 0.321112 4.769639 1.959545 -0.006 0.019 -0.060
H 1.206563 5.232283 0.499728 0.007 -0.045 -0.027
H 2.006663 5.255365 2.083898 0.044 0.015 -0.037
H 0.110656 -0.174058 4.651954 0.001 0.094 -0.174
H 1.300923 -0.141631 5.938215 0.065 0.110 0.001
H 2.033433 -0.800665 3.045316 -0.159 -0.004 -0.013
H 1.674725 -2.031193 4.272454 -0.012 0.008 0.021
H 3.064432 -0.948633 4.457261 -0.004 -0.023 0.032
H 0.045834 2.613136 6.109045 0.086 -0.123 -0.136
H -0.113458 4.356133 6.008875 -0.068 -0.006 -0.182
H 2.596068 2.961693 6.145479 -0.100 -0.138 0.029
H 1.762579 3.688702 7.529532 -0.055 0.036 0.000
H 2.302816 4.686424 6.165738 -0.082 0.055 0.065
O 2.997485 1.994831 -2.716628 -2.020 -1.517 1.558
P 3.886930 0.817856 -2.659241 4.720 2.096 -2.910
O 5.227885 1.314639 -1.896006 -0.531 -0.373 0.379
C 5.158047 1.694313 -0.519388 0.018 0.117 0.211
C 4.934498 0.513252 0.406926 -0.078 -0.088 -0.116
O 4.449638 0.721998 -4.179754 -0.340 -0.447 0.155
C 3.830885 1.416149 -5.263970 0.004 0.235 -0.266
C 4.565403 2.704286 -5.563898 0.201 0.043 0.058
O 4.109632 -0.726723 -2.350229 -1.770 -0.031 0.744
C 3.912208 -1.768379 -3.332573 -0.319 -0.442 -0.108
C 5.232477 -2.178922 -3.934429 0.383 0.197 0.117
H 4.371581 2.442323 -0.387851 0.017 0.008 -0.061
H 6.110319 2.170852 -0.290513 0.023 0.007 -0.108
H 3.947231 0.070498 0.251310 -0.003 0.030 0.054
H 5.005436 0.827696 1.448751 -0.024 0.042 -0.009
H 5.674566 -0.264336 0.218882 0.040 0.019 0.018
H 2.776234 1.598898 -5.063210 0.032 0.061 0.187
H 3.878442 0.750767 -6.129260 0.079 -0.087 0.071
H 4.665232 3.314425 -4.666686 -0.162 0.002 0.032
H 4.042170 3.282314 -6.326515 -0.014 -0.025 -0.009
H 5.573928 2.490653 -5.920720 -0.013 -0.011 -0.040
H 3.197214 -1.459898 -4.093738 0.053 0.150 -0.001
H 3.476016 -2.618324 -2.806403 -0.064 0.132 0.136
H 5.747397 -1.330451 -4.380578 -0.144 0.021 -0.082
H 5.077842 -2.940819 -4.698187 -0.052 -0.046 0.036
H 5.893188 -2.578879 -3.164201 -0.069 -0.111 0.008
O -3.126251 0.094794 -2.174500 -1.943 -1.478 0.622
P -3.902850 1.274576 -1.761408 3.352 3.689 -0.466
O -4.257833 2.172719 -3.042730 -0.548 -0.493 0.249
C -5.104846 1.641540 -4.069980 -0.149 -0.129 -0.264
C -6.548892 1.516067 -3.623289 0.037 -0.016 0.179
O -2.807283 2.229094 -1.038553 -0.412 -0.078 0.036
C -1.501671 1.749752 -0.713947 0.399 0.338 0.050
C -0.482870 2.165218 -1.748761 -0.032 0.234 -0.154
O -5.101219 1.696451 -0.813293 -0.575 -1.523 -0.168
C -4.945452 1.993632 0.591848 -0.165 -0.115 0.406
C -4.903074 3.487657 0.800909 -0.017 0.231 -0.261
H -4.715125 0.676000 -4.403298 0.048 0.019 0.050
H -5.034033 2.334657 -4.906622 0.108 0.066 0.062
H -6.655228 0.764445 -2.837637 -0.014 -0.016 -0.051
H -7.182062 1.225360 -4.461913 0.035 -0.010 -0.024
H -6.907614 2.462528 -3.219607 -0.009 0.032 -0.046
H -1.509641 0.680123 -0.582597 -0.088 -0.338 -0.085
H -1.242213 2.182975 0.256336 -0.136 0.019 0.008
H -0.793312 1.887636 -2.756206 -0.029 -0.208 0.050
H 0.489296 1.714037 -1.543673 0.008 0.036 -0.031
H -0.365824 3.250832 -1.751708 0.068 0.005 0.045
H -4.070317 1.496757 1.007865 0.115 0.025 -0.158
H -5.819830 1.580793 1.095495 -0.023 -0.124 -0.144
H -4.103805 3.947729 0.224240 0.128 -0.110 0.051
H -4.754485 3.717626 1.856483 -0.040 -0.050 0.019
H -5.836614 3.943853 0.468607 -0.058 -0.047 0.092

---

No. 2
145
Properties=species:S:1:pos:R:3:forces:R:3 method="wB97M-V/def2-TZVPD" e_homo_ev=-10.18 relative_energy_ev=1.493 smiles="O=C1OC[C@@H](F)O1.O=C1OC[C@@H](F)O1.O=C1OC[C@@H](F)O1.O=C1OC[C@@H](F)O1.O=C1OC[C@@H](F)O1.O=C1OC[C@@H](F)O1.COP(=O)(OC)OC.COP(=O)(OC)OC.COP(=O)(OC)OC.COP(=O)(OC)OC.COP(=O)(OC)OC" orbital_gap_ev=10.52 total_charge=0 lumo_ev=0.3
C -3.674282 0.855547 -5.111162 -0.847 -0.301 -1.485
O -3.150160 -0.314923 -5.803021 0.526 0.238 -0.138
P -2.573438 -0.058291 -7.272121 -1.861 1.568 -0.539
O -3.344068 0.979614 -8.018635 1.286 -1.236 0.674
O -1.027654 0.219094 -7.096338 -0.272 -0.045 0.408
C -0.228952 0.678537 -8.193102 0.860 0.809 1.288
O -2.590096 -1.466504 -7.932415 -0.591 -1.029 -0.261
C -2.298901 -2.696200 -7.231732 -0.217 0.239 -1.115
H -2.890263 1.581241 -5.021810 0.106 0.602 0.031
H -4.033135 0.556901 -4.161539 0.044 -0.584 1.043
H -4.576213 1.212078 -5.656718 0.943 0.131 0.143
H -0.699086 1.530557 -8.693437 0.032 -0.313 -0.032
H 0.076466 -0.113364 -8.865865 -0.346 -0.235 -0.178
H 0.659188 1.006404 -7.626064 -0.079 0.156 -0.823
H -2.909536 -2.800679 -6.364223 -0.538 0.018 0.622
H -1.268186 -2.667228 -6.935910 0.619 -0.322 0.059
H -2.533413 -3.501595 -7.945069 0.361 0.309 0.368
C 5.121065 0.005287 1.556487 0.660 1.141 0.718
O 5.675017 0.936038 2.606218 -0.285 -0.999 -1.074
P 4.881078 2.199998 3.097264 -0.742 -0.556 0.112
O 3.729043 2.500635 2.239158 -0.232 0.537 -0.441
O 5.982818 3.312269 3.261527 0.032 0.439 -0.053
C 6.744278 3.767396 2.127749 0.194 -0.598 0.019
O 4.464821 1.912377 4.602974 -0.200 1.124 0.183
C 3.680424 3.049880 5.184496 -0.836 -1.460 -0.086
H 4.063149 0.125489 1.404539 -0.327 0.246 0.254
H 5.347978 -0.961847 1.925739 0.071 -0.918 0.313
H 5.627477 0.138467 0.601949 0.214 0.381 0.198
H 6.892546 2.901035 1.457956 0.169 0.576 0.121
H 7.690832 4.110535 2.547398 -0.034 -0.115 -0.241
H 6.272887 4.595899 1.591924 -0.227 -0.222 0.215
H 2.729664 3.137895 4.629383 0.638 -0.055 0.237
H 4.246564 3.960466 5.120756 0.300 0.314 0.099
H 3.407841 2.778627 6.221158 0.515 0.087 -0.597
C 4.148610 -4.801957 -5.358306 -0.049 -0.928 -1.590
O 2.907837 -4.668751 -4.696867 -0.548 0.725 0.400
P 2.884319 -4.096043 -3.227158 0.472 1.633 -0.219
O 3.434672 -4.913758 -2.174007 0.481 -1.155 0.972
O 1.380365 -3.763415 -3.001713 -0.765 0.326 0.081
C 0.674077 -2.865654 -3.887445 0.361 0.481 0.363
O 3.668272 -2.656631 -3.305395 -1.109 -1.588 -0.754
C 3.938978 -2.105571 -2.011105 0.101 -0.093 0.160
H 4.015342 -4.369833 -6.390257 0.324 -0.496 1.035
H 4.361659 -5.896186 -5.417946 0.102 0.912 -0.093
H 4.923929 -4.282129 -4.826381 0.481 0.179 0.091
H 0.140419 -2.103305 -3.283531 0.315 -0.568 -0.253
H -0.023140 -3.461678 -4.454692 -0.215 -0.012 -0.215
H 1.404920 -2.354838 -4.526154 -0.356 -0.055 -0.018
H 3.063165 -2.116611 -1.342652 0.194 0.440 -0.578
H 4.343665 -1.122019 -2.263522 -0.110 -0.041 0.624
H 4.649659 -2.750342 -1.494063 0.313 0.237 -0.065
C 4.319331 -4.392761 3.643030 1.066 1.096 -0.280
O 4.200071 -3.653413 2.405879 -0.468 -0.616 -0.769
P 2.726151 -3.359748 1.910719 0.585 1.555 -1.356
O 2.710963 -2.452439 0.722071 0.013 -1.516 0.971
O 1.955277 -4.740228 1.921850 -0.160 1.037 0.168
C 2.315183 -5.923593 1.196553 0.252 0.659 -1.197
O 2.131491 -2.621883 3.145740 -1.169 -2.245 0.996
C 2.370905 -1.296713 3.486939 -0.108 0.961 -0.118
H 4.559444 -3.585026 4.369578 -0.250 -1.196 0.104
H 5.149757 -5.030234 3.409863 0.690 -0.299 0.602
H 3.491637 -5.048224 3.890202 -0.441 0.435 0.061
H 1.873405 -5.920078 0.178329 -0.040 -0.118 0.848
H 2.074392 -6.742772 1.824870 -0.827 -0.775 0.294
H 3.373802 -5.999914 1.056724 0.843 0.330 -0.130
H 2.144384 -0.737455 2.604699 0.195 0.968 -0.501
H 3.387022 -1.087973 3.853050 -0.272 -0.247 -0.077
H 1.612443 -1.035619 4.205421 0.140 0.174 0.492
C -0.483519 -1.745162 0.968095 -0.269 2.775 -1.172
O -0.520463 -0.283801 1.499251 0.368 -1.253 -1.441
P -0.533536 0.958578 0.512797 0.374 0.160 0.026
O -0.215452 2.217062 1.198397 -0.715 0.348 0.709
O 0.479504 0.804470 -0.691947 1.005 -0.923 0.512
C 1.918306 0.741678 -0.258953 -1.358 0.083 -0.628
O -1.930266 0.803360 -0.203046 -0.203 0.443 -0.078
C -2.399427 1.865421 -1.064573 -2.096 -0.405 0.518
H 0.371687 -1.858457 0.262006 -0.740 0.095 0.588
H -1.470569 -1.955295 0.506273 0.741 0.070 0.360
H -0.324232 -2.225556 1.881591 0.124 -1.248 1.026
H 2.422797 0.856139 -1.197467 0.513 -0.071 -0.390
H 2.081918 -0.277506 0.133319 0.211 0.706 0.202
H 2.159860 1.611807 0.375399 -0.146 -0.760 0.125
H -1.862225 1.896179 -1.975188 0.733 -0.161 -0.923
H -2.393309 2.842127 -0.601342 0.315 -0.007 0.428
H -3.479319 1.653152 -1.290632 1.089 0.007 0.177
C -2.992229 3.554515 3.075753 -0.577 -0.548 1.141
C -3.979292 4.418866 2.312202 -1.031 -1.564 2.577
O -5.253052 3.874194 2.684039 -0.106 -1.235 1.382
C -5.112327 2.639617 3.329781 0.685 0.190 0.106
O -6.000665 1.920657 3.706059 0.819 1.061 -0.770
O -3.779480 2.339704 3.526858 -0.311 2.082 -1.401
F -3.892313 4.194264 1.035529 0.633 0.112 -2.930
H -2.659310 4.034085 3.993562 0.059 0.032 -0.037
H -2.141157 3.331199 2.446344 0.132 -0.688 -0.032
H -3.947216 5.466633 2.559472 -0.048 0.414 -0.101
C -0.873000 5.295024 -1.979250 1.196 0.817 -1.220
C -0.455117 5.156859 -3.498249 -1.410 0.196 0.075
O -1.710796 4.821032 -4.117014 0.724 -0.324 1.066
C -2.599938 4.387119 -3.155441 -0.388 -0.210 -0.839
O -3.591982 3.771195 -3.436598 1.090 0.834 0.872
O -2.186966 4.779696 -1.919608 -0.367 -0.670 -0.672
F 0.443084 4.148931 -3.683502 -0.161 -0.296 0.189
H -0.871964 6.335400 -1.662616 -0.177 0.118 -0.080
H -0.159883 4.786269 -1.327763 -0.363 -0.406 -0.122
H -0.063056 6.002442 -4.078319 -0.155 0.052 0.710
C 1.748829 4.778815 1.450056 -1.308 0.393 0.468
C 1.146439 4.679628 2.894615 1.305 2.427 -1.746
O -0.182330 5.045489 2.729303 0.334 0.690 0.361
C -0.238834 5.956350 1.679315 3.047 -3.623 0.550
O -1.016464 6.786459 1.572205 -3.341 3.001 -0.470
O 0.734027 5.664650 0.811851 1.307 -0.448 0.159
F 1.850000 5.692413 3.607749 -0.786 -0.491 0.028
H 1.750286 3.822587 0.976157 -0.232 -0.541 -0.425
H 2.733652 5.250169 1.332226 -0.505 -0.046 0.541
H 1.219202 3.816418 3.471915 0.065 -1.599 0.502
C -1.128432 -0.291667 4.541340 -0.696 0.866 0.600
C -2.139252 0.253222 5.554387 0.781 -1.231 -0.205
O -1.501067 1.373956 6.063769 -2.755 0.726 1.199
C -0.365519 1.633758 5.476963 0.410 -1.975 -0.842
O 0.287496 2.579169 5.666165 1.496 2.163 0.263
O -0.035013 0.608358 4.681451 0.572 -0.378 -0.942
F -2.289352 -0.645440 6.564221 -0.105 -0.336 0.705
H -1.555496 -0.250638 3.568291 0.047 0.133 -0.954
H -0.859123 -1.299521 4.776525 0.368 -0.547 0.237
H -3.128321 0.419231 5.165846 -0.265 0.647 -0.133
C -4.132400 -3.085214 -1.218913 -0.676 0.148 0.456
C -3.599696 -4.263352 -0.476698 0.343 -1.278 0.343
O -2.417358 -4.715106 -1.191018 -1.864 0.827 0.206
C -2.638713 -4.277388 -2.451382 0.243 -0.112 -2.093
O -2.144699 -4.705361 -3.460890 -0.223 0.531 1.419
O -3.554568 -3.262570 -2.465557 0.887 -0.222 -1.390
F -4.590720 -5.219256 -0.606494 0.513 -0.448 0.300
H -3.917298 -2.134730 -0.778513 0.616 0.709 0.184
H -5.225602 -3.131466 -1.301411 0.305 -0.223 0.038
H -3.311232 -4.179377 0.551856 -0.036 0.087 0.457
C -5.772158 -1.419885 3.252818 -0.254 -1.143 -0.537
C -6.054539 -2.422317 2.123171 -0.558 0.660 -0.437
O -5.021371 -3.340325 2.205105 0.289 0.102 -0.482
C -3.943485 -2.710553 2.750149 0.558 -0.209 0.175
O -2.823914 -3.118169 2.677598 -0.454 0.159 0.065
O -4.332762 -1.606025 3.380137 -0.355 1.007 0.220
F -6.035316 -1.773400 0.880392 0.403 -0.271 0.555
H -6.249820 -1.823075 4.163631 0.219 0.609 -0.232
H -6.092893 -0.390807 2.983855 0.659 -0.633 0.451
H -6.975494 -2.971821 2.120793 -0.519 -0.086 0.359

---

No. 3
18
Properties=species:S:1:pos:R:3:forces:R:3 method="wB97M-V/def2-TZVPD" e_homo_ev="-14.05 / -13.91" relative_energy_ev=3.760 spin_multiplicity=2 orbital_gap_ev="9.06 / 4.86" s_squared=0.764 total_charge=+1 lumo_ev="-5.0 / -9.1"
C -0.819730 -1.529605 -1.831251 -0.270 -0.274 -0.169
O -1.264317 -0.759632 -0.662146 0.598 0.509 -0.898
C -1.303043 -1.161253 -3.259547 -0.110 0.458 0.478
H 0.255587 -1.497031 -1.825449 0.650 -0.228 -0.005
H -1.137579 -2.559475 -1.613424 0.129 0.398 -0.032
H -0.776621 0.085647 -0.688799 -0.638 -0.420 -0.231
H -0.970860 -0.177644 -3.657586 -0.114 -0.490 0.569
H -0.938183 -1.913654 -3.976611 -0.030 0.108 0.445
H -2.389318 -1.191549 -3.283204 -0.105 0.076 -0.109
C 1.251216 1.466741 1.081159 0.440 1.595 1.852
C 1.753714 0.329822 0.518424 1.201 -1.127 -0.589
C -0.046736 0.803678 2.822355 0.844 0.732 1.660
N 0.967793 1.541624 2.471129 -2.349 -2.123 -3.803
H 1.170215 2.371171 0.455419 -0.122 -0.239 0.670
H 2.106785 -0.513703 1.110585 -0.307 0.165 0.092
H 1.965344 0.243011 -0.554647 -0.421 0.229 0.366
H -0.289809 0.815071 3.899901 0.086 -0.175 -0.614
H -0.668098 0.167547 2.146238 0.518 0.807 0.319

---

no.,strongest force on any atom (eV Å⁻¹),E (Eh)
1,5.928,-3839.26692
2,4.766,-6460.86360
3,4.948,-326.68591